Arrangement A

17
Properties=species:S:1:pos:R:3:lowdin_charge:R:1 method="wB97M-V/def2-TZVPD" smiles="N[C@H]1C=CC(CO)=C1" homo_lumo_gap_ev=9.2 e_lumo_ev=0.57
C -1.5529 0.0987 -0.1814 -0.38
C -1.0106 1.4477 0.1726 -0.05
C 0.3431 1.3878 -0.0446 -0.05
C 0.7587 0.0330 -0.3490 -0.29
C 2.1128 -0.3298 -0.3840 -0.32
C -0.3575 -0.7655 -0.3500 -0.01
H -2.8717 -1.4009 -0.0094 0.05
H -2.2811 -0.9066 1.3778 0.04
H -1.8939 0.2488 -1.3317 0.20
H -1.6422 2.3686 0.3164 0.12
H 1.2543 2.1516 0.0590 0.16
H 2.0877 -1.4711 -0.6304 0.15
H 2.6865 0.1628 -1.1794 0.14
H 2.4880 -0.5243 1.5637 0.09
H -0.2063 -1.8000 -0.3419 0.09
N -2.6929 -0.5925 0.5408 0.05
O 2.7780 -0.1081 0.7715 -0.01

=====

Arrangement B

17
Properties=species:S:1:pos:R:3:lowdin_charge:R:1 method="wB97M-V/def2-TZVPD" homo_lumo_gap_ev=9.9 e_lumo_ev=0.99
C 1.1085 1.0208 0.0446 -0.06
C 0.4552 0.2964 1.1861 -0.31
C 0.4621 -1.1699 0.8975 -0.08
C -0.4601 -1.1277 -0.3323 -0.24
C 0.0453 0.6722 -1.0993 -0.24
C -1.1465 0.2771 -0.2348 -0.22
H 2.1164 0.6391 -0.2611 0.13
H 1.0240 2.0752 0.2168 0.11
H 0.9042 0.5872 2.1272 0.15
H 1.4679 -1.5077 0.6322 0.12
H 0.0984 -1.7476 1.8129 0.14
H -1.0006 -2.0388 -0.4943 0.12
H 1.1173 -1.0205 -1.7229 0.09
H -0.0563 1.4369 -1.8559 0.13
H -2.1323 0.4895 -0.6265 0.16
N 0.1846 -0.6978 -1.5798 0.04
O -0.9523 0.7697 1.0575 -0.04

=====

Arrangement C

17
Properties=species:S:1:pos:R:3:lowdin_charge:R:1 method="wB97M-V/def2-TZVPD" smiles="C=C(O)C#N.C=CC" homo_lumo_gap_ev=10.5 e_lumo_ev=0.78
C -3.0493 1.2154 0.3955 -0.19
C -3.2422 -1.1078 0.5034 0.08
C 1.0203 0.5882 0.0695 -0.02
C 1.7392 -0.2735 -0.6205 -0.25
C -2.6660 -0.0803 -0.0638 -0.43
C 3.1502 -0.1343 -1.0062 -0.12
N -3.3637 2.2262 0.7681 0.19
O -1.7108 -0.1672 -1.0315 0.05
H -3.1914 -2.2194 0.2557 0.11
H -3.8600 -0.9576 1.4115 0.09
H -0.0842 0.6143 0.4459 0.08
H 1.4247 1.5335 0.3980 0.05
H 1.2401 -1.1076 -1.1000 0.10
H 3.6778 0.5907 -0.3528 0.09
H 3.3876 0.0967 -1.9937 0.05
H 3.5596 -1.1404 -1.0685 0.08
H -1.3545 0.6859 -1.0787 0.05

=====

What should be chosen as the least stable of them? Choose arrangement C.

=====

Arrangement A

17
Properties=species:S:1:pos:R:3:lowdin_charge:R:1 method="wB97M-V/def2-TZVPD" smiles=Nc1ccccc1.O homo_lumo_gap_ev=8.9 e_lumo_ev=0.75
N -1.3981 1.8749 0.3306 0.06
C -0.4030 0.9455 -0.0750 -0.35
C 0.9069 0.9109 0.4633 -0.05
C 1.9004 -0.0768 0.0829 -0.07
C 1.4395 -0.9683 -0.9019 -0.10
C 0.1883 -0.7576 -1.6089 -0.09
C -0.6915 0.1610 -1.1896 -0.10
H -2.3500 1.6044 0.0714 0.08
H -1.3074 2.0737 1.3690 0.11
H 1.2067 1.5930 1.1370 0.05
H 2.9922 0.0458 0.4957 0.14
H 2.0142 -1.8354 -1.2827 0.10
H 0.0987 -1.3752 -2.4787 0.10
H -1.6587 0.3845 -1.6130 0.11
H -0.6905 -1.3923 2.5172 0.11
H -1.3303 -1.2525 1.0502 0.02
O -0.9175 -1.9356 1.6323 -0.13

=====

Arrangement B

17
Properties=species:S:1:pos:R:3:lowdin_charge:R:1 method="wB97M-V/def2-TZVPD" smiles=C1CN2[C@H]3[C@H]1OC[C@H]32 homo_lumo_gap_ev=10.4 e_lumo_ev=1.10
C -1.2693 -1.2327 0.1332 -0.07
C -1.6936 0.2270 -0.3154 -0.16
C 0.9154 1.1941 -0.0395 -0.11
C 2.0136 0.0656 -0.3032 -0.07
C 0.1245 -0.7604 0.1468 -0.41
C 0.1208 0.5183 0.9545 -0.23
H -1.5474 -1.5096 1.1389 0.11
H -1.6401 -1.8674 -0.6735 0.12
H -2.5872 0.4790 0.1613 0.10
H -1.7597 0.2913 -1.4026 0.12
H 1.3393 2.1816 0.0022 0.12
H 2.9367 0.2628 0.1894 0.11
H 2.1315 -0.1395 -1.4161 0.13
H 0.0606 -0.4580 -0.8559 0.10
H 0.0942 0.7040 2.0223 0.16
N -0.7136 1.3075 0.0403 0.04
O 1.4745 -1.2632 0.2175 -0.07

=====

Arrangement C

17
Properties=species:S:1:pos:R:3:lowdin_charge:R:1 method="wB97M-V/def2-TZVPD" smiles="CC1=COC[C@@H]2N[C@@H]12" homo_lumo_gap_ev=9.3 e_lumo_ev=0.96
C 1.0762 0.9153 -2.0004 -0.05
C 0.5637 0.5180 -0.5357 -0.17
C 0.4801 1.1931 0.6831 -0.11
C -0.6322 -0.5726 2.0441 -0.11
C -1.1033 -0.7300 0.6386 -0.25
C 0.0406 -0.9260 -0.2424 -0.26
H 1.4149 1.9539 -2.0521 0.05
H 1.9574 0.3076 -2.2275 0.06
H 0.1329 0.8238 -2.7224 0.11
H 0.8782 2.2280 0.7025 0.13
H 0.1709 -1.3705 2.3564 0.16
H -1.2950 -0.4501 2.9069 0.12
H -1.5365 0.1762 0.2309 0.14
H -1.7400 -1.4297 -1.2523 0.03
H 0.7234 -1.6540 0.1307 0.13
N -1.1804 -1.6745 -0.5384 0.11
O 0.0490 0.6916 1.8780 -0.09

=====

What should be chosen as the least stable of them? Choose arrangement B.

=====

Arrangement A

17
Properties=species:S:1:pos:R:3:lowdin_charge:R:1 method="wB97M-V/def2-TZVPD" homo_lumo_gap_ev=8.7 e_lumo_ev=0.07
C 3.4963 -0.1122 0.0189 -0.36
C 1.5851 1.4656 -0.1645 -0.17
C 0.4059 0.5099 -0.3340 -0.43
C 0.6522 -0.8363 0.3454 0.04
C -0.7947 1.0078 0.4989 -0.06
C 0.7145 -1.9927 -0.6084 -0.12
N 2.7083 0.6403 -0.4309 0.11
O 4.2736 -0.9526 0.2721 0.14
H 1.5890 2.2038 -0.8613 0.09
H 1.6658 1.9165 0.8957 0.16
H 0.2461 0.5630 -1.3785 0.11
H -0.5785 0.4918 1.4439 0.08
H -1.6681 0.6840 0.0862 0.04
H -0.7466 2.1107 0.4733 0.09
H 0.5846 -3.0504 -0.2793 0.08
H 1.7708 -1.7859 -0.8467 0.08
H 0.2542 -1.7816 -1.6187 0.09

=====

Arrangement B

17
Properties=species:S:1:pos:R:3:lowdin_charge:R:1 method="wB97M-V/def2-TZVPD" homo_lumo_gap_ev=8.8 e_lumo_ev=0.07
C -0.3902 0.5772 -0.0304 -0.42
C -1.1879 0.8115 -1.2833 -0.04
C -1.1597 0.0855 1.1603 -0.06
N 0.7219 1.3375 0.2161 0.06
C 1.8644 0.2169 -0.2080 -0.37
C 1.0734 -0.9560 -0.1276 -0.08
C 1.1958 -2.1270 0.4612 0.02
O 2.8166 0.6152 -0.7996 0.12
H 0.8730 2.1125 -0.4219 0.11
H -1.8461 -0.0306 -1.4910 0.08
H -1.8149 1.7000 -1.1533 0.09
H -0.5326 0.9837 -2.1368 0.09
H -1.8714 0.8712 1.4433 0.09
H -0.4967 -0.1056 1.9992 0.08
H -1.7220 -0.8172 0.9280 0.08
H 0.4358 -2.8931 0.3487 0.06
H 2.0405 -2.3816 1.0953 0.07

=====

What should be chosen as the least stable of them? Choose arrangement A.

=====

Arrangement A

17
Properties=species:S:1:pos:R:3:lowdin_charge:R:1 method="wB97M-V/def2-TZVPD" homo_lumo_gap_ev="7.6 / 7.8" e_lumo_ev="-0.41 / -0.36"
C 1.3227 -0.0904 0.2226 -0.29
C 1.3909 -0.1636 -1.1892 0.02
C -1.1422 -1.2600 0.5464 -0.05
C -0.6743 0.1107 0.0650 -0.44
C -1.0729 1.2974 0.6575 0.07
O 1.8121 1.0743 0.7946 -0.02
C -0.7475 0.1164 -1.4556 -0.29
N -1.3756 0.2547 -2.4332 0.17
H 1.6399 1.1021 1.7423 0.10
H 1.6040 -0.9741 0.7953 0.14
H 1.5982 0.7259 -1.7654 0.10
H 1.5851 -1.1124 -1.6662 0.09
H -0.8955 -1.3575 1.6035 0.09
H -2.2183 -1.3526 0.4050 0.09
H -0.6552 -2.0610 -0.0135 0.09
H -1.5397 2.0897 0.0923 0.07
H -0.6316 1.6004 1.5986 0.06

=====

Arrangement B

17
Properties=species:S:1:pos:R:3:lowdin_charge:R:1 method="wB97M-V/def2-TZVPD" homo_lumo_gap_ev="7.9 / 7.7" e_lumo_ev="0.15 / -0.31"
C -0.7215 2.7602 -0.6387 -0.35
C -0.3980 4.0351 -0.1580 0.06
C 0.1453 -1.4583 0.5636 -0.36
C -1.0687 1.9160 -1.8059 -0.12
C -0.8351 1.4482 -0.4147 -0.01
C 1.8783 -3.0507 0.8467 0.00
N -0.9635 -1.9545 0.8081 0.10
O 1.3201 -1.7522 0.4391 -0.05
H -0.1775 4.1263 0.9640 0.08
H -0.7327 4.8796 -0.8108 0.06
H -2.2334 1.9848 -2.1365 0.14
H -0.4307 1.7351 -2.6204 0.06
H -1.2449 0.8261 0.3307 0.06
H 2.5515 -3.3048 0.0231 0.09
H 0.9560 -3.6688 0.8723 0.08
H 2.3396 -3.0683 1.8727 0.11
H -1.0683 -2.9045 1.1997 0.05

=====

What should be chosen as the least stable of them? Choose arrangement B.

=====

Arrangement A

17
Properties=species:S:1:pos:R:3:lowdin_charge:R:1 method="wB97M-V/def2-TZVPD" homo_lumo_gap_ev=9.9 e_lumo_ev=0.80
C 0.1767 0.6679 0.8360 -0.40
C -0.9645 -0.1765 0.2270 -0.15
C -1.2257 0.6784 -1.0978 -0.05
C -0.0267 1.2632 -1.4260 -0.02
C 0.8181 0.5178 -0.4725 -0.24
C 0.1448 -0.8778 -0.6597 -0.31
H 0.2506 0.0943 2.8258 0.05
H 0.3425 -1.1675 1.7056 0.19
H -0.1065 1.6417 1.1749 0.13
H -1.6087 -0.8114 0.9668 0.17
H -2.1672 1.2811 -1.3054 0.12
H 0.2705 1.9377 -2.1204 0.08
H 1.9502 0.8320 -0.4469 0.18
H -0.5977 -1.3421 -1.4157 0.17
H 1.2546 -2.5067 -0.7618 0.18
N 0.8336 0.0058 1.9756 0.03
O 0.6554 -2.0379 -0.0056 -0.12

=====

Arrangement B

17
Properties=species:S:1:pos:R:3:lowdin_charge:R:1 method="wB97M-V/def2-TZVPD" smiles="C=Cc1cc[nH]c1.O" homo_lumo_gap_ev=9.1 e_lumo_ev=0.83
C 1.0080 0.1648 -1.0571 -0.07
C 2.0692 -0.4334 -0.4041 -0.12
N 1.5145 -1.2550 0.5392 0.00
C 0.1237 -1.2538 0.4651 -0.06
C -0.2602 -0.2765 -0.4981 -0.26
C -1.5460 0.3045 -1.0070 -0.13
C -2.6983 0.0602 -0.3475 0.01
H 1.0543 1.0495 -1.6688 0.10
H 3.0646 -0.2050 -0.5472 0.09
H 2.2458 -1.8392 1.0183 0.17
H -0.4770 -1.9069 1.0569 0.10
H -1.3382 0.9126 -1.8567 0.09
H -3.6800 0.4287 -0.5669 0.04
H -2.8219 -0.5763 0.5484 0.07
H -0.6459 1.7367 0.8304 0.03
H 0.1115 1.3201 2.1090 0.00
O -0.0366 2.0588 1.5493 -0.06

=====

What should be chosen as the least stable of them? Choose arrangement A.